1.
{"formula": "C2H4F3N", "method": "the ωB97M-V functional and the def2-TZVPD basis", "elements": ["F", "H", "H", "C", "H", "N", "C", "H", "F", "F"], "coordinates": [[-0.311, -0.502, -0.657], [1.084, -2.692, 1.266], [0.693, -1.121, 1.598], [0.607, -1.383, -0.374], [3.033, -0.603, -1.204], [0.461, -1.944, 0.950], [2.222, -0.256, -0.526], [0.529, -2.145, -1.212], [1.831, 0.932, -0.875], [2.525, -0.189, 0.836]], "forces_ev_per_a": [[-1.871, 1.721, 0.277], [-0.125, 0.265, -0.951], [-0.635, -1.653, -0.913], [3.937, -1.559, -0.998], [-0.242, 0.035, 0.991], [0.445, 2.696, 0.656], [-2.637, -3.467, 1.561], [0.763, 0.485, 1.208], [-0.486, 1.501, -0.661], [0.850, -0.024, -1.171]], "nbo_charge": [-0.33, 0.39, 0.38, 0.34, 0.14, -0.86, 0.49, 0.15, -0.32, -0.38], "e_homo_ev": -9.397, "relative_energy_kj_mol": 209.2, "gap_ev": 10.46, "e_lumo_ev": 1.1}


2.
{"formula": "C2H4F3NNdO4S", "method": "the ωB97M-V functional and the def2-TZVPD basis", "elements": ["O", "O", "N", "H", "C", "C", "F", "F", "H", "H", "S", "F", "O", "H", "O", "Nd"], "coordinates": [[-0.760, -1.043, 1.674], [2.639, 3.799, -0.611], [0.858, 2.040, -0.912], [-1.555, -0.385, 1.793], [-0.608, -2.048, 2.679], [0.996, 3.513, 1.467], [1.246, 2.262, 1.935], [-0.230, 3.833, 1.828], [0.018, -2.861, 2.293], [-0.113, -1.588, 3.543], [1.213, 3.506, -0.414], [1.852, 4.333, 2.050], [0.249, 4.528, -0.839], [-1.594, -2.428, 2.974], [-0.428, 1.611, -0.388], [0.994, -0.148, 0.219]], "forces_ev_per_a": [[-1.328, 2.488, -1.154], [-2.157, -1.383, 0.257], [-0.160, -3.393, 0.941], [1.963, -1.984, 0.042], [-0.274, -0.121, 1.202], [-0.274, 0.955, -0.728], [0.339, -1.485, 0.443], [0.031, -0.133, 0.016], [-0.281, 0.213, -0.105], [-0.181, -0.282, -0.046], [0.817, 4.994, -0.335], [-0.115, -0.260, -0.200], [1.441, -2.323, 0.741], [0.393, -0.042, -0.123], [2.030, -2.420, 0.603], [-2.242, 5.174, -1.553]], "lowdin_spin": [0.00, 0.00, -0.05, 0.00, 0.00, 0.00, 0.00, 0.00, 0.00, 0.00, -0.01, 0.00, 0.00, 0.00, -0.06, 3.13], "s2": 3.78, "charge": 1, "e_homo_ev": [-12.482, -12.660], "gap_ev": [6.36, 6.64], "e_lumo_ev": [-6.1, -6.0], "spin_multiplicity": 4}


3.
{"formula": "C2H4F3P", "method": "the ωB97M-V functional and the def2-TZVPD basis", "elements": ["H", "C", "H", "P", "C", "F", "F", "H", "F", "H"], "coordinates": [[-0.268, -1.687, 0.527], [-0.353, -0.683, 0.024], [-2.052, -0.020, -1.015], [1.241, 0.002, 0.194], [-1.467, 0.313, -0.095], [2.473, 0.613, 1.140], [2.347, -1.205, -0.388], [-1.263, 1.431, -0.161], [1.468, 1.132, -0.863], [-2.126, 0.104, 0.636]], "forces_ev_per_a": [[-1.016, 1.101, -0.482], [4.385, 1.083, 0.826], [0.777, 0.753, 0.685], [3.413, -2.551, -1.997], [0.219, 0.040, -3.166], [-2.129, -0.824, -0.467], [-2.705, 2.349, 1.416], [0.143, -1.748, 0.064], [-0.680, -0.209, 0.287], [-2.407, 0.005, 2.834]], "nbo_charge": [0.26, -0.76, 0.22, 2.13, -0.65, -0.56, -0.57, 0.24, -0.54, 0.21], "e_homo_ev": -9.181, "relative_energy_kj_mol": 37.5, "gap_ev": 9.15, "e_lumo_ev": 0.0, "smiles": "CC=P(F)(F)F"}


4.
{"formula": "C2H4FN", "method": "the ωB97M-V functional and the def2-TZVPD basis", "elements": ["H", "H", "N", "H", "F", "C", "C", "H"], "coordinates": [[0.779, -1.634, 1.625], [-0.137, -1.032, -1.388], [1.146, -0.560, 1.754], [-0.209, 2.026, -0.289], [0.066, -0.042, 2.440], [-0.468, 0.022, -1.364], [-0.155, 0.967, -0.553], [-1.021, 0.253, -2.224]], "forces_ev_per_a": [[1.005, 2.826, 0.225], [-0.020, 0.627, 0.611], [-1.504, -2.548, -0.110], [-0.167, -0.702, -0.334], [0.430, -0.152, -0.116], [0.599, -1.107, -0.237], [0.763, 0.652, 1.344], [-1.106, 0.404, -1.383]], "nbo_charge": [0.27, 0.21, -0.03, 0.20, -0.25, -0.54, -0.07, 0.20], "e_homo_ev": [-8.424, -10.431], "relative_energy_kj_mol": 648.6, "gap_ev": [7.92, 10.84], "e_lumo_ev": [-0.5, 0.4]}


5.
{"formula": "C2H4FN", "method": "the ωB97M-V functional and the def2-TZVPD basis", "elements": ["H", "C", "H", "N", "C", "F", "H", "H"], "coordinates": [[-0.222, -0.291, 2.255], [0.333, -0.452, 0.278], [-1.315, -1.311, 1.179], [0.865, -0.008, -0.728], [-0.444, -0.690, 1.281], [-0.771, 1.922, -1.726], [-0.130, 1.284, -1.413], [1.682, -0.455, -1.126]], "forces_ev_per_a": [[0.130, 0.091, 0.120], [-0.172, 0.380, -0.460], [-0.087, -0.197, -0.147], [0.206, 0.198, -0.304], [-0.167, -0.282, 0.698], [0.382, -0.348, 0.174], [-0.335, 0.354, -0.207], [0.043, -0.197, 0.125]], "nbo_charge": [0.25, 0.44, 0.25, -0.70, -0.61, -0.60, 0.56, 0.40], "e_homo_ev": -9.961, "relative_energy_kj_mol": 70.8, "gap_ev": 10.68, "e_lumo_ev": 0.7, "smiles": "C=C=N.F"}


6.
{"formula": "C2H4FN", "method": "the ωB97M-V functional and the def2-TZVPD basis", "elements": ["H", "N", "H", "H", "C", "H", "F", "C"], "coordinates": [[0.297, 2.901, -0.447], [0.388, 1.896, -0.355], [-0.667, -1.139, 0.605], [0.925, 0.017, 1.901], [0.094, 0.749, -0.205], [0.258, -1.412, -0.890], [0.573, 0.675, 2.435], [-0.051, -0.581, -0.156]], "forces_ev_per_a": [[-0.310, -0.992, -0.141], [0.086, -0.341, 0.734], [0.591, 1.455, -0.468], [0.179, -0.517, -0.558], [0.250, -0.137, -1.302], [-0.087, 2.295, 0.611], [-0.165, 0.501, 0.800], [-0.544, -2.265, 0.325]], "nbo_charge": [0.45, -0.65, 0.26, 0.56, 0.51, 0.27, -0.57, -0.83], "e_homo_ev": -8.523, "relative_energy_kj_mol": 173.9, "gap_ev": 9.49, "e_lumo_ev": 1.0, "smiles": "C=C=N.F"}


7.
{"formula": "C2H4FNO2", "method": "the ωB97M-V functional and the def2-TZVPD basis", "elements": ["N", "H", "H", "C", "O", "O", "H", "H", "F", "C"], "coordinates": [[-1.199, -0.363, -0.194], [-2.202, -0.324, 0.030], [-0.329, 0.159, 1.633], [2.172, -0.152, -0.565], [1.607, -1.037, -1.064], [2.801, 0.700, -0.120], [-0.773, -1.235, 0.052], [-1.075, -0.204, -1.141], [-0.804, 1.819, 0.684], [-0.197, 0.637, 0.685]], "forces_ev_per_a": [[-0.395, 0.795, 2.719], [0.342, -0.181, 0.042], [-0.548, -0.170, 1.174], [-0.631, 0.076, 0.085], [-0.068, -0.502, -0.292], [0.741, 0.443, 0.186], [-0.068, -0.764, -0.080], [0.426, 0.439, -2.248], [-1.309, 1.714, 0.176], [1.510, -1.850, -1.762]], "nbo_charge": [-0.77, 0.39, 0.08, 1.05, -0.59, -0.50, 0.42, 0.40, -0.38, -0.09], "e_homo_ev": -7.243, "relative_energy_kj_mol": 223.6, "gap_ev": 7.71, "e_lumo_ev": 0.5}


8.
{"formula": "C2H4FNO3", "method": "the ωB97M-V functional and the def2-TZVPD basis", "elements": ["C", "O", "O", "H", "F", "H", "N", "O", "H", "H", "C"], "coordinates": [[-0.819, -0.544, -0.022], [-0.137, 1.159, -1.344], [-0.074, -0.826, -2.242], [1.757, 0.095, 1.201], [-0.579, -1.849, 0.101], [-1.607, 1.272, 0.613], [-0.372, -0.018, -1.403], [2.066, 0.228, 0.266], [-1.647, -0.171, 1.780], [2.951, 0.460, 0.237], [-1.539, 0.193, 0.814]], "forces_ev_per_a": [[-1.197, -0.545, -1.126], [-0.417, 0.770, -1.271], [-0.474, 0.259, -0.395], [0.959, 0.341, -1.374], [0.040, 0.858, -0.029], [-0.225, -0.764, 0.035], [1.085, -0.903, 2.807], [-3.528, -1.051, 1.129], [-0.828, -0.690, 1.546], [2.629, 0.645, 0.333], [1.956, 1.079, -1.655]], "nbo_charge": [0.46, -0.34, -0.34, 0.48, -0.29, 0.25, 0.50, -0.95, 0.22, 0.48, -0.47], "e_homo_ev": -10.840, "relative_energy_kj_mol": 176.9, "gap_ev": 10.59, "e_lumo_ev": -0.3, "smiles": "C=C(F)[N+](=O)[O-].O"}


9.
{"formula": "C2H4FNO3S", "method": "the ωB97M-V functional and the def2-TZVPD basis", "elements": ["H", "C", "H", "O", "F", "O", "N", "C", "H", "O", "S", "H"], "coordinates": [[-0.894, -1.328, 1.165], [-1.174, -1.255, 0.116], [-1.577, -2.155, -0.338], [1.915, 0.204, 1.156], [-0.237, 1.225, 1.629], [1.114, -0.175, -1.457], [0.215, 0.595, -0.732], [-1.049, -0.100, -0.574], [1.168, -1.050, -1.034], [1.423, 2.485, 0.449], [0.989, 1.162, 0.670], [-1.892, 0.390, -1.051]], "forces_ev_per_a": [[1.631, -0.466, -0.462], [0.075, 0.124, 0.126], [-1.619, 0.504, 0.447], [-0.348, -0.426, 0.321], [-0.144, -0.069, -0.025], [0.113, -0.126, -0.240], [-0.788, 0.924, 1.875], [-0.184, -0.478, -0.160], [0.013, 0.099, 0.162], [-0.293, 0.352, 0.114], [1.157, 0.202, -0.818], [0.387, -0.641, -1.338]], "nbo_charge": [0.22, -0.41, 0.22, -0.90, -0.47, -0.51, -0.41, -0.03, 0.47, -0.88, 2.49, 0.21], "e_homo_ev": -9.956, "relative_energy_kj_mol": 373.0, "gap_ev": 9.17, "e_lumo_ev": -0.8, "smiles": "C=CN(O)S(=O)(=O)F"}


10.
{"formula": "C2H4FNS", "method": "the ωB97M-V functional and the def2-TZVPD basis", "elements": ["S", "H", "H", "C", "N", "H", "C", "H", "F"], "coordinates": [[1.980, 0.574, 0.090], [-0.732, 0.552, 1.115], [-1.181, 1.491, -0.500], [-1.168, 0.596, 0.131], [1.070, -0.802, -0.604], [3.375, -0.271, 0.827], [-0.173, -0.595, -0.432], [-0.826, -1.512, -0.687], [-2.345, -0.033, 0.060]], "forces_ev_per_a": [[2.923, -2.193, 0.967], [-0.547, 1.353, 0.902], [0.316, -0.017, 0.633], [3.476, -2.822, -1.516], [0.034, 1.584, 1.813], [-3.337, 1.732, -1.868], [-1.817, -0.997, -1.323], [0.804, 1.458, 0.047], [-1.852, -0.098, 0.346]], "nbo_charge": [0.05, 0.20, 0.20, -0.02, -0.52, 0.16, 0.08, 0.19, -0.34], "e_homo_ev": -9.304, "relative_energy_kj_mol": 350.5, "gap_ev": 9.04, "e_lumo_ev": -0.3}